No. 1
ORCA calculation (ωB97M-V/def2-TZVPD) on a single C10H23N2OP molecule.

The geometry in XYZ format:
```
37
Properties=species:S:1:pos:R:3:nbo_charge:R:1
C 0.3505 -1.3422 0.9941 -0.208
C 0.4308 0.0459 1.6231 -0.212
C -0.3182 -3.6421 -0.7286 -0.634
C -2.4733 -2.2107 -0.3811 -0.629
C -1.1029 -1.9819 -2.4337 -0.636
C -0.5392 3.0764 1.2062 -0.637
C 1.9214 2.6981 1.6362 -0.609
C 1.0383 2.9368 -0.7682 -0.643
C -1.0013 -2.2724 -0.9224 0.182
C 0.7014 2.4151 0.6215 0.161
N -0.2197 -1.1572 -0.3453 -0.859
N 0.5591 1.0310 0.4840 -0.782
O -0.8721 0.8677 -1.9883 -1.095
P 0.0637 0.2749 -1.0716 2.076
H 1.4350 -1.7921 0.8873 0.189
H -0.3550 -1.9165 1.6404 0.216
H -0.5638 0.3063 2.0864 0.178
H 1.2281 0.1268 2.3038 0.204
H -0.1694 -3.9149 0.2988 0.209
H -0.8749 -4.4457 -1.1308 0.218
H 0.6982 -3.6093 -1.0655 0.215
H -2.6973 -1.1593 -0.4580 0.222
H -2.4684 -2.4168 0.6863 0.197
H -3.2085 -2.8615 -0.8514 0.218
H -0.1632 -1.7043 -2.8044 0.207
H -1.4036 -2.9837 -2.7180 0.212
H -1.8657 -1.1153 -2.5932 0.250
H -0.6503 2.7843 2.2557 0.213
H -0.3903 4.2253 0.9620 0.212
H -1.3676 2.7989 0.5357 0.221
H 2.6899 2.0778 1.3693 0.204
H 1.5477 2.4670 2.5949 0.195
H 2.1792 3.6917 1.5383 0.203
H 1.7236 2.3207 -1.3744 0.227
H 0.1532 3.2671 -1.2154 0.231
H 1.7115 3.7356 -0.4920 0.215
H 1.4114 0.0529 -1.7663 -0.133
```

Calculated values
Energy (eV): -25059.0902
HOMO energy (Ha): -0.3083
LUMO energy (hartree): 0.0259
Energy above the lowest of the compared OMol25 structures with the same formula, charge and spin (eV): 0.0000
SMILES: CC(C)(C)N1CCN(C(C)(C)C)[PH]1=O

=====

No. 2
ORCA calculation (ωB97M-V/def2-TZVPD) on a single C10H23NO2 molecule.

The geometry in XYZ format:
```
36
Properties=species:S:1:pos:R:3:nbo_charge:R:1
C 2.7483 -1.5760 1.6794 -0.601
C 2.7521 -0.9343 0.2829 -0.236
C 3.9149 -1.4632 -0.5793 -0.604
C 2.7057 0.6145 0.3488 -0.381
C 1.4820 1.2353 -0.3312 -0.242
C 1.5367 1.0778 -1.8473 -0.607
C 0.1761 0.6847 0.2406 -0.071
O -0.7680 1.7540 0.3054 -0.528
C -1.9291 1.4118 0.9605 0.248
O -2.6083 0.4124 0.2415 -0.547
C -3.9569 0.2820 0.6224 -0.068
C -4.6501 -0.7526 -0.2418 -0.227
N -4.3839 -0.5474 -1.6605 -0.825
H 3.2375 -2.5518 1.6785 0.206
H 1.7368 -1.7354 2.0590 0.207
H 3.2720 -0.9492 2.4047 0.202
H 1.8269 -1.2484 -0.2095 0.195
H 4.7325 -1.8393 0.0399 0.203
H 3.5998 -2.2791 -1.2312 0.210
H 4.3361 -0.6834 -1.2159 0.205
H 3.6019 1.0277 -0.1224 0.203
H 2.7323 0.9425 1.3922 0.202
H 1.4640 2.3035 -0.0957 0.217
H 2.4145 1.5789 -2.2608 0.206
H 0.6506 1.5111 -2.3151 0.218
H 1.5818 0.0240 -2.1348 0.200
H 0.3158 0.2672 1.2475 0.164
H -0.2408 -0.1073 -0.3887 0.188
H -2.5392 2.3199 1.0175 0.152
H -1.7093 1.0426 1.9765 0.125
H -4.0391 -0.0252 1.6743 0.170
H -4.4588 1.2580 0.5280 0.155
H -4.3123 -1.7523 0.0423 0.187
H -5.7170 -0.6933 0.0178 0.166
H -4.4434 0.4347 -1.9019 0.353
H -5.0620 -1.0443 -2.2233 0.356
```

Calculated values
Energy (eV): -16327.2903
HOMO energy (Ha): -0.3394
LUMO energy (hartree): 0.0368
Energy above the lowest of the compared OMol25 structures with the same formula, charge and spin (eV): 1.1160
SMILES: CC(C)C[C@@H](C)COCOCCN

=====

No. 3
ORCA calculation (ωB97M-V/def2-TZVPD) on a single C10H23O2P molecule.

The geometry in XYZ format:
```
36
Properties=species:S:1:pos:R:3:nbo_charge:R:1
O -0.0908 1.9336 -3.7760 -0.735
O -2.8917 -3.4493 -1.7046 -0.727
P 0.3435 -0.3064 0.4343 0.590
C 2.8503 0.4795 2.3352 -0.610
C -1.0469 0.9779 2.4471 -0.607
C -0.1417 2.6934 -2.5603 -0.062
C -1.5633 -3.5036 -1.1778 -0.065
C 0.6959 0.8686 -0.9810 -0.654
C 0.0976 -2.0785 0.0831 -0.665
C -0.4977 1.7425 -1.3888 -0.425
C -1.2044 -2.0917 -0.8069 -0.414
C 1.5311 1.2348 2.4419 -0.401
C 0.3127 0.3107 2.1881 -0.435
H 0.2118 2.5308 -4.4978 0.468
H -3.1332 -4.2986 -2.1060 0.467
H 2.9386 0.0296 1.3480 0.220
H 2.8391 -0.3274 3.0955 0.198
H 3.6919 1.1475 2.5033 0.208
H -1.8946 0.2964 2.2107 0.218
H -1.1783 1.2238 3.4943 0.195
H -1.1692 1.8745 1.8648 0.203
H -0.8885 3.4711 -2.6444 0.164
H 0.8440 3.1453 -2.4371 0.156
H -1.4597 -4.2029 -0.3380 0.156
H -0.8980 -3.8548 -1.9726 0.157
H 1.0279 0.2678 -1.8618 0.249
H 1.5118 1.5160 -0.6304 0.221
H -0.0175 -2.6468 1.0580 0.239
H 0.9394 -2.5145 -0.4595 0.216
H -0.8218 2.3372 -0.5442 0.204
H -1.3589 1.1223 -1.6773 0.221
H -1.9894 -1.6230 -0.2204 0.221
H -1.0011 -1.4483 -1.6937 0.208
H 1.4622 1.6634 3.4293 0.202
H 1.5189 2.0677 1.7262 0.191
H 0.4299 -0.5887 2.8189 0.229
```

Calculated values
Energy (eV): -24124.5280
HOMO energy (Ha): -0.2291
LUMO energy (hartree): 0.0323
Energy above the lowest of the compared OMol25 structures with the same formula, charge and spin (eV): 0.8477
SMILES: CC[C@@H](C)P(CCCO)CCCO

=====

No. 4
ORCA calculation (ωB97M-V/def2-TZVPD) on a gas-phase ion, C10H24B2N5O2 (charge +1).

The geometry in XYZ format:
```
43
Properties=species:S:1:pos:R:3:nbo_charge:R:1
C -3.9065 -1.9653 0.6052 -0.609
C -3.1848 -1.4648 -0.6492 -0.386
C -1.9335 -2.2736 -1.0136 -0.400
C -0.6335 -1.7510 -0.3659 -0.402
C 0.4913 -1.6243 -1.3942 -0.411
C 1.7739 -0.9241 -0.9001 -0.211
N 1.6163 -0.0920 0.3081 -0.295
C 2.1614 -0.4129 1.5298 0.094
B 3.0668 -1.6776 1.9196 0.961
N 2.4602 -2.8447 2.3926 -1.034
O 4.4275 -1.5878 1.8192 -0.862
N 1.8519 0.5085 2.4023 -0.212
N 1.1296 1.4093 1.7064 -0.299
C 0.9722 1.0886 0.4277 0.161
B 0.2542 1.9677 -0.7229 1.035
O -0.3362 1.2917 -1.7613 -0.912
N 0.4028 3.3657 -0.6392 -0.665
C -0.0042 4.0970 -1.8525 -0.413
C -0.0711 4.0415 0.5884 -0.422
H -3.4404 -1.5779 1.5147 0.198
H -3.8968 -3.0537 0.6536 0.210
H -4.9400 -1.6207 0.6205 0.221
H -3.8817 -1.5112 -1.4881 0.214
H -2.9340 -0.4047 -0.5132 0.168
H -2.0968 -3.3164 -0.7356 0.215
H -1.8199 -2.2699 -2.1007 0.207
H -0.3159 -2.4681 0.3969 0.209
H -0.8485 -0.7977 0.1225 0.180
H 0.7814 -2.6401 -1.6706 0.228
H 0.1322 -1.1367 -2.2959 0.227
H 2.1901 -0.2866 -1.6793 0.230
H 2.5342 -1.6670 -0.6628 0.224
H 3.0457 -3.4626 2.9392 0.416
H 1.5238 -2.7978 2.7646 0.402
H 4.7813 -1.1494 1.0416 0.504
H 0.8129 2.2458 2.1704 0.443
H -1.2926 1.1953 -1.6929 0.525
H 0.3846 3.5897 -2.7314 0.224
H 0.4357 5.0937 -1.8270 0.215
H -1.0902 4.1761 -1.9436 0.194
H -0.6964 4.8858 0.3082 0.235
H 0.7608 4.4347 1.1803 0.210
H -0.6677 3.3875 1.2280 0.183
```

Calculated values
Energy (eV): -23656.2560
HOMO energy (Ha): -0.4825
LUMO energy (hartree): -0.1226
Net charge: +1
SMILES: CCCCCCn1c(B(N)O)n[nH+]c1B(O)N(C)C

=====

No. 5
ORCA calculation (ωB97M-V/def2-TZVPD) on 7 unconnected molecules or ions with the total composition C10H24BBr6N3O8.

The geometry in XYZ format:
```
52
Properties=species:S:1:pos:R:3:nbo_charge:R:1
N 14.8306 10.8448 -14.2630 -0.855
H 14.8495 9.8352 -14.2816 0.469
H 14.9356 11.2790 -13.3572 0.449
H 13.9452 11.1860 -14.6091 0.468
H 15.6610 11.1270 -14.7639 0.439
N 18.6754 7.5925 -16.2429 -0.837
H 18.9949 7.4767 -15.2918 0.453
H 18.3633 8.5457 -16.3614 0.450
H 17.9571 6.9362 -16.5137 0.476
H 19.4664 7.5721 -16.8707 0.454
N 19.5989 7.1752 -9.0740 -0.867
H 20.0716 6.9152 -9.9278 0.447
H 19.5600 8.1834 -9.1196 0.441
H 20.0017 6.8032 -8.2257 0.469
H 18.5967 7.0514 -9.0572 0.469
O 15.3165 3.7500 -9.6290 -0.461
C 15.7471 4.6162 -10.3494 0.665
O 15.6067 4.6836 -11.6999 -0.690
B 15.8796 6.0774 -12.0798 1.195
O 16.7355 6.5338 -10.9886 -0.660
C 16.4821 5.8925 -9.9218 0.709
O 17.0328 6.0671 -8.8388 -0.596
O 16.5383 6.3804 -13.3857 -0.620
C 15.8578 7.3442 -13.9855 0.692
O 16.1966 7.8753 -15.0498 -0.649
C 14.5909 7.6628 -13.1844 0.688
O 14.6207 6.8509 -12.1839 -0.616
O 13.6532 8.4659 -13.4931 -0.588
Br 17.8681 3.3138 -14.6550 -0.066
C 16.7026 1.9590 -13.8022 -0.404
C 17.1965 1.6846 -12.3762 -0.440
Br 15.8476 0.6565 -11.3132 0.022
H 16.7857 1.0015 -14.3163 0.248
H 15.7318 2.4502 -13.8676 0.205
H 17.4227 2.6320 -11.8870 0.206
H 18.1468 1.1608 -12.4794 0.239
Br 12.9568 7.0048 -8.6728 -0.051
C 14.3020 7.6223 -7.3700 -0.426
C 13.9368 8.8273 -6.3168 -0.428
Br 12.4998 8.2332 -5.0354 0.022
H 15.1182 7.9634 -8.0069 0.193
H 14.6076 6.6764 -6.9227 0.237
H 13.5152 9.6811 -6.8473 0.229
H 14.8793 9.0124 -5.8016 0.231
Br 11.9562 4.9785 -14.6715 0.123
C 12.5298 3.4705 -13.6696 -0.516
C 12.4171 3.6927 -12.1230 -0.440
Br 10.5921 3.0840 -11.6621 0.725
H 13.5104 3.2438 -14.0879 0.268
H 11.9072 2.5968 -13.8626 0.245
H 12.2951 4.7442 -11.8631 0.281
H 13.1247 3.2081 -11.4502 0.304
```

Calculated values
2S+1: 2
Energy (eV): -452516.9738
HOMO energy (spin up / spin down) (Ha): -0.5573 / -0.5573
LUMO energy (spin up / spin down) (hartree): -0.3021 / -0.4749
Net charge: +3

=====

Max |F| per entry: 5.69 0.19 1.65 1.55 4.84 eV/Å